1.
A cluster of 2 separate species, C19H28FN3O2P in total. Source: the Open Molecules 2025 dataset; level of theory: ωB97M-V with the def2-TZVPD basis set.

* HOMO: -8.71 eV
* net charge: +1
* molecular weight: 380.42 g mol⁻¹
* energy relative to the best compared isomer or geometry (same formula, charge and spin): 0.0 kJ/mol

Each line ends with the Mulliken charge.
CARTESIAN COORDINATES (ANGSTROEM)
1 C 1.77442 1.65012 0.29340  0.016
2 P 2.70224 2.70459 -0.81984  0.076
3 C 1.90078 4.33906 -0.63913  -1.198
4 C 2.32939 1.94093 -2.52182  1.081
5 N 2.20465 3.02755 -3.50114  -0.701
6 C 3.51307 1.07694 -2.99890  -1.577
7 C 3.95934 -0.05717 -2.06110  0.436
8 C 5.45605 -0.35439 -2.13362  -0.578
9 F 6.10572 0.07472 -0.96969  -0.327
10 C 1.01195 1.02300 -2.57907  -0.134
11 O 0.87042 0.14886 -1.65401  -0.519
12 O 0.27206 1.20131 -3.52756  -0.707
13 H 2.04449 1.87067 1.33630  0.474
14 H 1.99876 0.63487 0.02645  -1.018
15 H 0.69238 1.80710 0.19826  0.304
16 H 1.93845 4.56015 0.43279  0.414
17 H 0.84727 4.36851 -0.93895  0.344
18 H 2.48182 5.09420 -1.16701  0.364
19 H 1.27885 3.43709 -3.44871  0.303
20 H 2.87563 3.76057 -3.28824  0.284
21 H 4.34459 1.75490 -3.21944  0.510
22 H 3.18292 0.64808 -3.95076  0.243
23 H 3.44585 -0.97010 -2.37644  0.377
24 H 3.73309 0.17919 -1.01797  -0.111
25 H 5.66871 -1.41753 -2.27246  0.267
26 H 5.92307 0.18976 -2.96158  0.283
27 C -7.54630 -1.36517 1.83408  -0.883
28 N -6.06640 -1.41497 1.82850  -0.006
29 C -5.45568 -2.59612 2.02815  -0.317
30 C -4.08609 -2.69760 1.99706  -0.609
31 C -3.31860 -1.56110 1.74871  0.608
32 C -3.97395 -0.34776 1.56357  -0.769
33 C -5.34896 -0.30277 1.60958  -0.051
34 C -1.83941 -1.62747 1.65111  0.974
35 C -1.21837 -1.18147 0.49705  -0.880
36 C 0.15900 -1.19884 0.41719  -0.729
37 N 0.88848 -1.64523 1.46556  0.077
38 C 0.31132 -2.09665 2.58885  -0.484
39 C -1.05835 -2.10479 2.70765  -0.592
40 C 2.35124 -1.54958 1.28570  -0.611
41 H -7.90841 -1.75023 2.78347  0.377
42 H -7.91950 -1.97056 1.01211  0.374
43 H -7.86535 -0.33635 1.70760  0.273
44 H -6.09770 -3.44831 2.20084  0.485
45 H -3.62797 -3.66552 2.14450  0.512
46 H -3.42409 0.56599 1.38436  0.553
47 H -5.90084 0.61488 1.46736  0.392
48 H -1.77704 -0.81355 -0.35348  0.641
49 H 0.69316 -0.82790 -0.47798  0.952
50 H 0.97114 -2.43125 3.37655  0.468
51 H -1.50331 -2.45671 3.62782  0.535
52 H 2.87826 -2.49156 1.40844  0.427
53 H 2.72016 -0.80756 1.98968  0.410
54 H 2.40757 -1.18482 0.26622  -0.031

=====

2.
A structure of composition C38H49ClN3O5SiTb. Source: the Open Molecules 2025 dataset; level of theory: ωB97M-V with the def2-TZVPD basis set.

* HOMO (spin up / spin down): -7.72 / -7.73 eV
* <S²>: 12.68
* net charge: 0
* molecular weight: 850.29 g mol⁻¹
* multiplicity: 7
* energy relative to the best compared isomer or geometry (same formula, charge and spin): 0.0 kJ/mol

Each line ends with the Mulliken spin population.
CARTESIAN COORDINATES (ANGSTROEM)
1 O -0.71328 0.22120 -2.67126  0.034
2 C -1.48653 0.34316 -3.78108  -0.007
3 C -1.21455 1.67260 -4.48304  0.001
4 C -0.85562 2.79140 -3.73674  -0.004
5 H -0.92567 2.75923 -2.64645  0.003
6 C -0.43918 3.95522 -4.38675  0.000
7 H -0.07210 4.79216 -3.79329  0.000
8 C -0.52499 4.04859 -5.78044  0.000
9 H -0.22325 4.96056 -6.30095  0.000
10 C -0.98614 2.95209 -6.52027  0.000
11 H -1.09769 3.01805 -7.60313  0.000
12 C -1.28689 1.75349 -5.87567  0.000
13 H -1.62268 0.87247 -6.42786  0.000
14 H -1.22536 -0.44285 -4.50927  -0.001
15 C -3.28354 -1.38379 -3.15270  0.002
16 C -2.96169 0.05240 -3.43736  -0.002
17 H -4.28743 -1.62797 -3.52338  0.000
18 H -3.25246 -1.60844 -2.07216  -0.001
19 H -2.56233 -2.04082 -3.65738  0.000
20 C -3.83665 1.06012 -3.34695  0.001
21 C -5.31719 0.90788 -3.31728  0.000
22 H -3.47238 2.08495 -3.30369  0.000
23 H -5.73946 1.25108 -4.27286  0.000
24 H -5.72643 1.55455 -2.53684  0.000
25 H -5.66361 -0.11637 -3.15269  0.000
26 Tb -0.49308 0.06518 -0.42497  5.911
27 Cl -1.79862 2.33258 -0.24132  -0.004
28 C -2.92427 0.19183 1.86954  -0.006
29 O -2.10874 -0.51362 1.21057  0.017
30 N -3.16503 0.03608 3.17235  0.000
31 C -2.52959 -1.04510 3.92435  -0.001
32 C -3.76849 1.12595 3.94186  0.000
33 H -3.45391 1.02639 1.39321  -0.002
34 H -2.69556 -2.00348 3.41356  0.000
35 H -3.01007 -1.07299 4.91039  0.000
36 H -1.44816 -0.86474 4.05697  0.000
37 H -4.23753 1.82008 3.23877  0.000
38 H -3.00667 1.66184 4.52889  0.000
39 H -4.52534 0.71246 4.61723  0.000
40 H 3.92826 2.03860 -3.61396  0.000
41 H 3.24463 2.76005 -1.15216  -0.001
42 C 2.83196 1.97008 -3.65442  0.000
43 C 2.27025 2.25560 -1.24426  -0.005
44 N 2.31110 1.39124 -2.42483  0.001
45 H 2.55530 1.30744 -4.48320  0.000
46 C 1.97323 0.10026 -2.43433  0.001
47 O 1.59122 -0.54963 -1.42855  0.009
48 H 2.05688 1.69817 -0.31677  0.000
49 H 2.03947 -0.36797 -3.43255  0.000
50 H 2.40148 2.96236 -3.81473  0.000
51 H 1.48854 3.02210 -1.38932  0.002
52 H -0.99646 -5.34588 -0.03295  0.000
53 H 1.04535 -5.59937 -2.05339  0.000
54 C -1.47498 -4.91804 -0.92565  0.000
55 C 0.36337 -4.96126 -2.63170  0.000
56 N -0.51512 -4.19867 -1.75448  0.000
57 H -2.27785 -4.24568 -0.60770  0.000
58 C -0.26990 -2.90821 -1.54265  0.012
59 O -0.85080 -2.21970 -0.65563  0.006
60 H 0.95713 -4.25367 -3.22269  0.000
61 H 0.48157 -2.45088 -2.20178  -0.001
62 H -1.89382 -5.74147 -1.50549  0.000
63 H -0.22090 -5.59633 -3.30538  0.000
64 O 1.06203 0.41651 1.12451  0.044
65 Si 1.62144 0.05825 2.59210  -0.012
66 C 0.89096 1.43930 3.68679  0.000
67 C 1.61110 2.18761 4.63663  0.000
68 C 1.13500 3.42514 5.10162  0.001
69 C -0.06104 3.96003 4.61501  0.000
70 C -0.79800 3.22134 3.68597  0.000
71 C -0.33317 1.97373 3.25603  0.003
72 C 1.39205 -1.83021 2.75041  0.002
73 C 2.45951 -2.72585 2.94717  0.001
74 C 2.31383 -4.09910 2.69603  0.000
75 C 1.09495 -4.61597 2.24855  0.000
76 C 0.00388 -3.75072 2.12741  0.000
77 C 0.15818 -2.38787 2.38187  -0.002
78 C 3.45970 0.18726 2.92138  -0.001
79 C 4.42800 0.43213 1.94656  0.000
80 C 5.78468 0.45900 2.32469  0.000
81 C 6.16021 0.23553 3.65345  0.000
82 C 5.18554 -0.02832 4.62432  0.000
83 C 3.83720 -0.08176 4.24597  -0.001
84 H 2.58033 1.83703 5.00585  0.000
85 H 1.71439 3.97613 5.84083  0.000
86 H -0.42960 4.93201 4.95156  0.000
87 H -1.73379 3.60680 3.27231  0.000
88 H -0.92826 1.44990 2.49941  0.001
89 H 3.43424 -2.36533 3.28959  0.000
90 H 3.16267 -4.76325 2.85731  0.000
91 H 0.99314 -5.67569 2.00755  0.000
92 H -0.97773 -4.13717 1.85148  0.000
93 H -0.72820 -1.75459 2.29044  -0.001
94 H 4.11618 0.58333 0.90976  0.000
95 H 6.54640 0.65634 1.56750  0.000
96 H 7.21555 0.26051 3.93721  0.000
97 H 5.45730 -0.19468 5.66639  0.000
98 H 3.07356 -0.33989 4.99306  0.000